Formula: C3H7N3S
Source: OMol25
Level of theory: ωB97M-V/def2-TZVPD

Highest occupied orbital energy, eV: -9.3
LUMO level, eV: 0.650
Gap between HOMO and LUMO, eV: 9.9
Energy above the lowest of the compared OMol25 structures with the same formula, charge and spin, kcal per mole: 55.2

Each atom is followed by the atoms it is bonded to, with distances in Å.
Atoms and positions in Å:
1 S 2.69 -0.67 0.08  N4 1.665, H10 1.339
2 N -1.91 -0.66 -0.61  C5 1.400, C7 1.462, H12 1.070
3 N -0.44 1.76 0.12  C6 1.288, H13 1.024
4 N 1.61 0.59 0.04  S1 1.665, C6 1.404, H9 0.979
5 C -1.50 -1.05 0.67  N2 1.400, C7 1.453, H8 1.079, H14 1.133
6 C 0.21 0.66 -0.05  N3 1.288, N4 1.404, C7 1.465
7 C -0.49 -0.61 -0.28  N2 1.462, C5 1.453, C6 1.465, H11 1.068
8 H -1.56 -2.11 0.85  C5 1.079
9 H 2.05 1.46 0.12  N4 0.979
10 H 3.04 -0.62 -1.21  S1 1.339
11 H 0.18 -1.22 -0.85  C7 1.068
12 H -2.38 0.29 -0.55  N2 1.070
13 H 0.18 2.58 0.11  N3 1.024
14 H -1.70 -0.39 1.57  C5 1.133

Charges computed using Löwdin, reported in e: 0.778 0.031 0.125 -0.410 -0.189 -0.458 -0.302 0.098 0.051 -0.140 0.103 0.127 0.046 0.139